The following is a quantum chemistry calculation of a molecular structure, C34H58BClF8IN5O12P, from OMol25.

F_max: 0.133 Eh/bohr
HOMO energy: -0.374 Eh
LUMO: -3.490 eV
charge: +1
Kohn-Sham gap: 6.69 eV
DFT total energy: -4429.4535 a.u.

Structure (XYZ):
```
121
Properties=species:S:1:pos:R:3:lowdin_charge:R:1
C 0.768 1.649 3.369 0.166
C 1.337 0.789 2.555 -0.054
C 2.282 -0.128 1.591 -0.293
C 2.128 -1.560 2.397 -0.094
C 0.812 -1.693 3.310 -0.162
O 0.729 -3.152 3.620 -0.124
C -0.491 -3.340 4.357 -0.224
O -1.509 -3.913 3.857 0.037
C 1.639 -0.528 0.128 -0.519
I 1.127 1.137 -1.272 1.082
C 0.239 -1.307 0.049 -0.233
C -1.084 -0.427 0.419 -0.226
C -2.137 -0.310 -0.833 -0.096
C -3.088 0.979 -0.769 -0.267
F -2.546 2.121 -0.090 0.039
F -4.415 0.726 -0.252 0.044
C -3.316 1.461 -2.322 -0.257
F -4.242 2.568 -2.418 0.065
F -2.020 1.963 -2.770 0.014
F -3.659 0.352 -3.156 0.086
C 3.011 -1.130 -0.538 -0.501
Cl 3.312 0.053 -1.984 0.455
C 3.040 -2.475 -1.398 -0.163
C 2.368 -3.798 -0.845 -0.160
O 3.316 -4.859 -0.418 -0.097
C 3.659 -5.708 -1.520 -0.211
O 4.425 -6.705 -1.283 0.014
C 4.254 -0.779 0.496 -0.186
C 5.140 -1.988 1.063 -0.047
C 6.708 -1.992 0.723 -0.238
O 7.240 -0.914 -0.059 -0.034
C 7.183 -3.380 -0.015 -0.297
F 8.572 -3.159 -0.383 0.057
F 6.480 -3.642 -1.236 0.069
F 7.097 -4.422 0.963 0.080
N 3.747 0.319 1.453 -0.138
B 4.015 1.779 1.027 -0.688
O 5.356 2.239 0.616 0.065
O 3.037 2.832 0.991 -0.057
C 3.457 3.962 0.165 -0.070
P 4.553 0.482 3.087 1.064
C 6.424 0.442 2.995 -0.226
O 4.168 2.076 3.693 -0.276
H 0.569 2.419 4.206 0.098
H 2.097 -2.471 1.666 0.125
H 3.011 -1.804 3.088 0.102
H -0.184 -1.461 2.793 0.118
H 0.912 -1.207 4.367 0.151
H -0.521 -2.907 5.431 0.166
H 0.094 -1.615 -1.069 0.122
H 0.154 -2.279 0.651 0.109
H -1.679 -1.034 1.222 0.124
H -0.857 0.579 0.920 0.080
H -2.824 -1.250 -0.777 0.153
H -1.540 -0.325 -1.823 0.095
H 2.569 -2.245 -2.440 0.103
H 4.159 -2.712 -1.638 0.137
H 1.789 -4.294 -1.743 0.118
H 1.601 -3.715 -0.003 0.118
H 3.355 -5.550 -2.620 0.166
H 4.863 -0.116 -0.247 0.099
H 5.055 -2.151 2.218 0.128
H 4.736 -3.005 0.647 0.134
H 7.298 -1.996 1.729 0.163
H 6.847 -0.933 -0.967 0.125
H 5.452 2.111 -0.371 0.133
H 4.247 4.594 0.711 0.123
H 2.524 4.651 0.038 0.124
H 3.772 3.655 -0.905 0.110
H 6.834 1.258 3.724 0.094
H 6.794 -0.565 3.426 0.068
H 6.904 0.650 1.973 0.064
H 4.020 1.945 4.669 0.090
C -6.643 2.090 -4.634 -0.018
C -7.322 2.773 -5.790 -0.554
O -7.447 2.236 -6.884 0.019
N -7.805 4.030 -5.588 0.001
C -7.754 4.823 -4.377 -0.081
H -6.310 1.097 -4.941 0.082
H -5.770 2.665 -4.319 0.063
H -7.343 1.977 -3.802 0.091
H -8.248 4.428 -6.405 0.141
H -8.778 5.065 -4.084 0.087
H -7.216 5.747 -4.597 0.082
H -7.257 4.303 -3.559 0.064
C -4.734 7.997 -1.107 -0.011
C -4.956 6.597 -1.612 -0.541
O -6.074 6.161 -1.855 0.029
N -3.860 5.808 -1.797 0.008
C -2.472 6.142 -1.567 -0.078
H -5.693 8.506 -1.008 0.087
H -4.255 7.970 -0.125 0.085
H -4.117 8.557 -1.813 0.086
H -4.083 4.882 -2.138 0.113
H -1.931 6.024 -2.509 0.083
H -2.068 5.440 -0.833 0.078
H -2.344 7.160 -1.202 0.075
C 1.145 -2.410 -5.596 -0.003
C 0.716 -3.641 -4.843 -0.532
O 1.418 -4.156 -3.976 -0.007
N -0.493 -4.182 -5.151 0.012
C -1.452 -3.722 -6.133 -0.065
H 2.128 -2.092 -5.245 0.080
H 1.214 -2.629 -6.664 0.094
H 0.436 -1.598 -5.421 0.088
H -0.716 -5.005 -4.608 0.146
H -2.390 -3.504 -5.619 0.087
H -1.618 -4.527 -6.852 0.090
H -1.113 -2.831 -6.660 0.079
C -2.585 -1.447 8.996 -0.013
C -2.878 -1.336 7.524 -0.562
O -2.478 -0.395 6.847 0.004
N -3.613 -2.327 6.948 0.002
C -4.169 -3.507 7.575 -0.073
H -1.992 -0.589 9.316 0.084
H -3.518 -1.453 9.564 0.089
H -2.014 -2.357 9.197 0.085
H -3.771 -2.187 5.958 0.139
H -3.759 -4.386 7.074 0.084
H -5.252 -3.489 7.438 0.087
H -3.940 -3.558 8.639 0.077
```